Computed, not measured: one molecule with the formula BrClFNO, with wB97M-V/def2-TZVPD.

## Properties
E_LUMO (spin up / spin down) = -0.0991 / -0.0977 Eh
molecular weight = 164.361 g/mol
HOMO-LUMO gap (spin up / spin down) = 7.9245 / 7.9425 eV
energy relative to the best compared isomer or geometry (same formula, charge and spin) = 3.136 eV
SMILES = FN(Br)OCl
HOMO energy (spin up / spin down) = -10.62 / -10.60 eV

Cartesian coordinates (Å):
F -0.276 -1.438 0.295
N -0.367 -0.068 0.421
Br -2.474 0.524 -0.089
O 0.448 0.391 -0.466
Cl 1.616 1.550 0.097



Computed, not measured: BrClFNO as an isolated structure, with wB97M-V/def2-TZVPD.

## Properties
E_LUMO (spin up / spin down) = -0.0699 / -0.0920 Eh
molecular weight = 164.361 g/mol
HOMO-LUMO gap (spin up / spin down) = 8.7975 / 7.9100 eV
energy relative to the best compared isomer or geometry (same formula, charge and spin) = 3.299 eV
HOMO energy (spin up / spin down) = -10.70 / -10.41 eV

Cartesian coordinates (Å):
N 0.197 -0.269 -0.485
O -0.754 0.248 0.289
F 0.240 -1.545 0.060
Cl -0.815 1.983 0.059
Br 2.503 0.325 -0.029



Computed, not measured: BrClH2N2 as an isolated structure, with wB97M-V/def2-TZVPD.

## Properties
E_LUMO (spin up / spin down) = -0.0266 / -0.0266 Eh
molecular weight = 145.387 g/mol
HOMO-LUMO gap (spin up / spin down) = 9.0075 / 9.0082 eV
energy relative to the best compared isomer or geometry (same formula, charge and spin) = 2.258 eV
HOMO energy (spin up / spin down) = -9.73 / -9.73 eV

Cartesian coordinates (Å):
N 1.045 0.427 -0.125
N -0.621 -0.032 0.777
Cl -0.850 -1.591 0.173
Br -1.753 1.259 0.182
H 0.722 0.352 -1.091
H 1.457 -0.415 0.084



Computed, not measured: a 2-piece molecular cluster, BrClH2O2Si overall, with wB97M-V/def2-TZVPD.

## Properties
E_LUMO = -0.0249 Eh
molecular weight = 177.457 g/mol
HOMO-LUMO gap = 9.1567 eV
energy relative to the best compared isomer or geometry (same formula, charge and spin) = 2.855 eV
SMILES = O=[Si](O)Cl.Br
HOMO energy = -9.83 eV

Cartesian coordinates (Å):
O -0.286 -0.500 -0.693
Si -1.689 -0.502 -0.097
O -2.530 0.837 0.413
Cl -3.049 -1.922 0.134
H -2.332 1.797 0.253
Br 2.630 -1.306 -0.172
H 1.440 -0.363 -0.405



Computed, not measured: a 2-piece molecular cluster, BrClH2O2Si overall, with wB97M-V/def2-TZVPD.

## Properties
E_LUMO = -0.0087 Eh
molecular weight = 177.457 g/mol
HOMO-LUMO gap = 10.5365 eV
energy relative to the best compared isomer or geometry (same formula, charge and spin) = 2.993 eV
SMILES = O=[Si](O)Cl.Br
HOMO energy = -10.77 eV

Cartesian coordinates (Å):
O 0.566 -1.258 0.970
Si 1.848 -1.140 0.188
O 2.572 0.192 -0.344
Cl 3.097 -2.576 -0.215
H 2.645 1.138 -0.054
Br -4.227 -0.911 -0.146
H -4.094 0.175 0.689



Computed, not measured: a 2-piece molecular cluster, BrClH4Si2 overall, with wB97M-V/def2-TZVPD.

## Properties
E_LUMO = -0.0309 Eh
molecular weight = 175.561 g/mol
HOMO-LUMO gap = 8.0390 eV
energy relative to the best compared isomer or geometry (same formula, charge and spin) = 2.314 eV
HOMO energy = -8.88 eV

Cartesian coordinates (Å):
Si -1.334 -0.203 -0.312
Si 3.775 -0.182 2.015
Cl 4.526 -0.220 0.115
Br -0.521 -1.452 1.358
H -0.556 -0.910 -1.330
H -2.709 -0.558 -0.245
H -1.288 1.191 -0.318
H 4.921 0.479 2.593



Computed, not measured: BrCo as an isolated structure, with wB97M-V/def2-TZVPD.

## Properties
E_LUMO (spin up / spin down) = -0.2876 / -0.3287 Eh
molecular weight = 138.837 g/mol
HOMO-LUMO gap (spin up / spin down) = 8.4382 / 7.1595 eV
energy relative to the best compared isomer or geometry (same formula, charge and spin) = 0.000 eV
net charge = +1
HOMO energy (spin up / spin down) = -16.27 / -16.10 eV
multiplicity = 4

Cartesian coordinates (Å):
Co -5.155 12.265 -3.445
Br -5.452 14.114 -4.871



Computed, not measured: BrCu as an isolated structure, with wB97M-V/def2-TZVPD.

## Properties
E_LUMO = -0.0714 Eh
molecular weight = 143.450 g/mol
HOMO-LUMO gap = 7.2433 eV
energy relative to the best compared isomer or geometry (same formula, charge and spin) = 0.000 eV
HOMO energy = -9.19 eV

Cartesian coordinates (Å):
Cu -0.404 -0.797 0.946
Br 0.404 0.797 -0.946



What did the fourth record say?
Computed, not measured: a 2-piece molecular cluster, BrClH2O2Si overall, with wB97M-V/def2-TZVPD.

## Properties
E_LUMO = -0.0249 Eh
molecular weight = 177.457 g/mol
HOMO-LUMO gap = 9.1567 eV
energy relative to the best compared isomer or geometry (same formula, charge and spin) = 2.855 eV
SMILES = O=[Si](O)Cl.Br
HOMO energy = -9.83 eV

Cartesian coordinates (Å):
O -0.286 -0.500 -0.693
Si -1.689 -0.502 -0.097
O -2.530 0.837 0.413
Cl -3.049 -1.922 0.134
H -2.332 1.797 0.253
Br 2.630 -1.306 -0.172
H 1.440 -0.363 -0.405



Q: Which value of energy relative to the best compared isomer or geometry (same formula, charge and spin) does entry 7 give?
A: 0.000 eV